ORCA calculation (the ωB97M-V functional and the def2-TZVPD basis) on a cluster of 2 separate species, C3H10N2O in total.

Summary:
Highest occupied orbital energy = -9.2 eV
E = -304.99294 hartree
Lowest unoccupied orbital energy = 0.816 eV
Structure (SMILES) = NC=O.CNC
HOMO-LUMO gap = 10.0 eV

Geometry as ORCA input:
```
! wB97M-V def2-TZVPD RIJCOSX def2/J DEFGRID3
* xyz 0 1
C 1.4249 0.7452 0.0153
N 0.0632 0.7104 0.6889
C -0.8704 1.8627 0.3445
H 2.2098 1.4716 0.4321
H 1.2242 0.8241 -1.1004
H 1.9701 -0.2826 0.4212
H 0.0653 0.8867 1.6750
H -1.9105 1.5514 0.6350
H -0.6211 2.7315 1.1035
H -0.9554 2.2024 -0.6677
C -0.1082 -2.6539 -0.5824
N -0.6871 -1.4094 -0.6548
O 0.6373 -3.1447 0.2521
H -0.1812 -3.2329 -1.4878
H -1.4840 -1.4879 -1.2867
H -0.7770 -0.7746 0.2123
*
```

Mulliken population analysis, charges in e, atoms 1 to 2: atom 1 (C): -0.754, atom 2 (N): -0.383

=====

ORCA calculation (the ωB97M-V functional and the def2-TZVPD basis) on a cluster of 2 separate species, C3H10N2O in total.

Summary:
Highest occupied orbital energy = -8.9 eV
E = -304.93848 hartree
Lowest unoccupied orbital energy = 0.753 eV
Structure (SMILES) = C=CO.NCN
HOMO-LUMO gap = 9.7 eV

Geometry as ORCA input:
```
! wB97M-V def2-TZVPD RIJCOSX def2/J DEFGRID3
* xyz 0 1
C -2.6783 -4.2738 -1.1193
C -1.4975 -3.5469 -0.8831
O -1.3055 -2.6073 0.1151
H -2.6581 -5.3531 -1.4023
H -3.6132 -3.6976 -0.9053
H -0.5156 -4.0911 -1.0425
H -2.1108 -2.0032 0.1595
N 0.9293 2.5795 -0.3612
C 1.9224 3.5614 0.3457
N 2.3646 3.5444 1.7362
H 0.3643 3.0827 -1.0311
H 1.1487 1.5868 -0.5246
H 1.3646 4.5356 0.2680
H 2.7320 3.4422 -0.2252
H 1.5234 3.4649 2.3521
H 2.6713 2.5793 1.7454
*
```

Mulliken population analysis, charges in e, atoms 1 to 2: atom 1 (C): -0.580, atom 2 (C): 0.066

=====

ORCA calculation (the ωB97M-V functional and the def2-TZVPD basis) on a cluster of 2 separate species, C3H10N2O in total.

Summary:
Highest occupied orbital energy (spin up / spin down) = -13.4 / -14.0 eV
E = -304.77222 hartree
Lowest unoccupied orbital energy (spin up / spin down) = -3.311 / -6.248 eV
Expectation value of S² = 0.76
HOMO-LUMO gap (spin up / spin down) = 10.1 / 7.7 eV

Geometry as ORCA input:
```
! wB97M-V def2-TZVPD RIJCOSX def2/J DEFGRID3
* xyz 1 2
C -0.3669 2.2855 1.2392
C 0.1420 1.1115 0.5012
C 0.6713 0.0189 1.2238
N 1.4128 -0.9883 0.7194
N 0.5142 1.2374 -0.8257
H -1.4354 2.0952 1.4279
H 0.0731 2.3178 2.2347
H -0.2174 3.1984 0.6718
H 0.4830 -0.0056 2.2877
H 1.9662 -0.9369 -0.1286
H 2.0510 -1.3716 1.4113
H 1.3260 0.6909 -1.0428
H 0.6248 2.2233 -1.0621
H -2.7246 -2.9393 -2.8150
H -1.7768 -3.9120 -2.2905
O -1.9799 -2.9584 -2.1906
*
```

Mulliken population analysis, charges in e, atoms 1 to 2: atom 1 (C): -1.138, atom 2 (C): 0.652

=====

ORCA calculation (the ωB97M-V functional and the def2-TZVPD basis) on a cluster of 2 separate species, C3H10N2O in total.

Summary:
Highest occupied orbital energy (spin up / spin down) = -13.9 / -13.9 eV
E = -304.70512 hartree
Lowest unoccupied orbital energy (spin up / spin down) = -3.341 / -8.613 eV
Expectation value of S² = 0.75
HOMO-LUMO gap (spin up / spin down) = 10.5 / 5.3 eV

Geometry as ORCA input:
```
! wB97M-V def2-TZVPD RIJCOSX def2/J DEFGRID3
* xyz 1 2
C 1.5767 -1.2496 -0.6629
N 0.2793 -0.9027 -1.2549
C 0.5055 -0.5496 -2.6619
H 2.4323 -0.9506 -1.2642
H 1.7582 -0.8203 0.3207
H 1.6148 -2.3443 -0.6049
H -0.1328 -0.0397 -0.8492
H 1.0941 -1.2711 -3.2060
H 0.7955 0.5041 -2.7708
H -0.5261 -0.4440 -3.0470
C -0.4539 1.0599 1.8403
N -1.1702 1.3369 0.6922
O -0.7924 0.1956 2.5972
H 0.4116 1.7232 1.9767
H -1.0505 2.1989 0.1666
H -2.0686 0.9129 0.5019
*
```

Mulliken population analysis, charges in e, atoms 1 to 2: atom 1 (C): -0.703, atom 2 (N): 0.122

=====

ORCA calculation (the ωB97M-V functional and the def2-TZVPD basis) on the ion C3H10N2O with charge +1.

Summary:
Highest occupied orbital energy (spin up / spin down) = -13.7 / -13.7 eV
E = -304.68716 hartree
Lowest unoccupied orbital energy (spin up / spin down) = -3.146 / -7.892 eV
Expectation value of S² = 0.75
HOMO-LUMO gap (spin up / spin down) = 10.6 / 5.8 eV

Geometry as ORCA input:
```
! wB97M-V def2-TZVPD RIJCOSX def2/J DEFGRID3
* xyz 1 2
C 0.0100 -0.6116 0.2132
N -0.4554 0.6750 -0.3457
C -1.6942 1.4114 -0.3230
O -1.5778 2.6638 0.2203
C 1.5150 -0.8144 0.3572
N 1.8531 -2.1699 -0.0833
H -0.4531 -0.7901 1.1960
H -0.4999 -1.2398 -0.5192
H 0.3480 1.3201 -0.3718
H -2.4115 0.8446 0.3036
H -2.0798 1.2466 -1.3570
H -2.2003 2.7482 0.9691
H 1.8164 -0.6934 1.3846
H 1.9089 -0.0091 -0.3361
H 2.7617 -2.1479 -0.5368
H 1.1589 -2.4333 -0.7714
*
```

Mulliken population analysis, charges in e, atoms 1 to 2: atom 1 (C): -0.396, atom 2 (N): 0.019

=====

ORCA calculation (the ωB97M-V functional and the def2-TZVPD basis) on a cluster of 2 separate species, C3H10N2O2 in total.

Summary:
Highest occupied orbital energy = -9.5 eV
E = -380.32156 hartree
Lowest unoccupied orbital energy = 0.832 eV
Structure (SMILES) = C[C@@H](N)C(N)=O.O
HOMO-LUMO gap = 10.3 eV

Geometry as ORCA input:
```
! wB97M-V def2-TZVPD RIJCOSX def2/J DEFGRID3
* xyz 0 1
N 1.7287 1.0358 0.5380
C 0.6451 0.0393 0.5198
C 0.9189 -1.0714 -0.4858
C -0.6369 0.7898 0.1255
N -0.7871 2.0463 0.5964
O -1.4933 0.3328 -0.6268
H 2.1054 1.1844 -0.3865
H 2.4375 0.8893 1.2359
H 0.5046 -0.2397 1.5661
H 1.8360 -1.5920 -0.2187
H 0.9884 -0.6750 -1.4953
H 0.1055 -1.7938 -0.4383
H -1.4766 2.6124 0.1282
H -0.0686 2.5700 1.0622
H -1.9924 -1.3761 -0.3550
H -2.5984 -2.4275 -1.3202
O -2.2169 -2.3245 -0.4457
*
```

Mulliken population analysis, charges in e, atoms 1 to 2: atom 1 (N): -0.599, atom 2 (C): 0.397

=====

ORCA calculation (the ωB97M-V functional and the def2-TZVPD basis) on a cluster of 2 separate species, C3H10N2O2 in total.

Summary:
Highest occupied orbital energy = -9.0 eV
E = -380.26393 hartree
Lowest unoccupied orbital energy = 0.745 eV
Structure (SMILES) = C/N=C(/N)O.CO
HOMO-LUMO gap = 9.7 eV

Geometry as ORCA input:
```
! wB97M-V def2-TZVPD RIJCOSX def2/J DEFGRID3
* xyz 0 1
C 2.5342 -0.8530 0.0317
O 1.3170 -0.7025 0.7125
H 0.3884 -0.8625 0.1201
H 3.3670 -0.5438 0.6754
H 2.5587 -0.2218 -0.8695
H 2.6980 -1.8990 -0.2537
C -2.0530 -0.7746 0.6246
C -0.7253 0.9219 -0.3839
N -0.0959 1.4855 -1.4244
O -0.8392 1.7559 0.6509
N -1.1013 -0.3233 -0.3818
H -1.0371 1.2679 1.4619
H -0.2854 1.0502 -2.3155
H 0.1900 2.4456 -1.2985
H -1.6240 -0.7257 1.6313
H -2.3072 -1.8175 0.4212
H -2.9851 -0.2034 0.5976
*
```

Mulliken population analysis, charges in e, atoms 1 to 2: atom 1 (C): -0.553, atom 2 (O): -0.550

=====

ORCA calculation (the ωB97M-V functional and the def2-TZVPD basis) on a cluster of 2 separate species, C3H10N2O2 in total.

Summary:
Highest occupied orbital energy = -9.0 eV
E = -380.10719 hartree
Lowest unoccupied orbital energy = -0.169 eV
Structure (SMILES) = CN(O)N=O.CC
HOMO-LUMO gap = 8.8 eV

Geometry as ORCA input:
```
! wB97M-V def2-TZVPD RIJCOSX def2/J DEFGRID3
* xyz 0 1
C 1.2412 -1.8902 0.9258
N 0.9394 -0.7758 0.0762
O 0.8680 -1.0691 -1.2827
N 1.5912 0.5493 0.3665
O 1.8564 1.1925 -0.6218
H 1.2794 -0.2703 -1.7010
H 2.1593 -1.6925 1.4822
H 1.3539 -2.8406 0.4018
H 0.3997 -1.9817 1.6163
C -1.1387 1.1624 0.5283
C -1.7875 1.0706 -0.8406
H -1.0257 0.8812 -1.6007
H -0.5459 2.0692 0.6267
H -1.8922 1.2237 1.3169
H -0.4823 0.1427 0.6917
H -2.3180 1.9839 -1.1115
H -2.4982 0.2447 -0.8741
*
```

Mulliken population analysis, charges in e, atoms 1 to 2: atom 1 (C): -0.902, atom 2 (N): 0.248

=====

ORCA calculation (the ωB97M-V functional and the def2-TZVPD basis) on a cluster of 2 separate species, C3H10N2O2 in total.

Summary:
Highest occupied orbital energy = -8.4 eV
E = -380.23575 hartree
Lowest unoccupied orbital energy = 0.690 eV
Structure (SMILES) = CCC(=O)O.NN
HOMO-LUMO gap = 9.1 eV

Geometry as ORCA input:
```
! wB97M-V def2-TZVPD RIJCOSX def2/J DEFGRID3
* xyz 0 1
C 1.7950 1.9012 0.7219
C 1.4064 0.8511 -0.3813
C 0.4922 -0.2998 0.2622
N -2.5523 -1.4901 0.1060
N -1.9817 -0.5865 -0.8394
O -0.2255 -0.2347 1.1963
O 0.8645 -1.5107 -0.4590
H 2.5016 2.6738 0.4073
H 2.2530 1.4092 1.5824
H 0.8785 2.3968 1.1335
H 0.7813 1.3887 -1.1536
H 2.2747 0.2760 -0.6852
H -1.8160 -2.2234 0.2145
H -2.4871 -1.0943 1.0349
H -2.7030 0.0395 -1.1406
H -1.7917 -1.1787 -1.5694
H 0.3100 -2.3182 -0.4305
*
```

Mulliken population analysis, charges in e, atoms 1 to 2: atom 1 (C): -1.088, atom 2 (C): -0.247

=====

ORCA calculation (the ωB97M-V functional and the def2-TZVPD basis) on a cluster of 2 separate species, C3H10N2O2 in total.

Summary:
Highest occupied orbital energy = -9.2 eV
E = -380.24484 hartree
Lowest unoccupied orbital energy = 0.446 eV
Structure (SMILES) = NCCNC=O.O
HOMO-LUMO gap = 9.7 eV

Geometry as ORCA input:
```
! wB97M-V def2-TZVPD RIJCOSX def2/J DEFGRID3
* xyz 0 1
C -0.3798 1.6832 1.4517
N -0.3591 0.9395 0.3010
C -0.7846 -0.4508 0.1327
C 0.3028 -1.5657 0.0231
N -0.4392 -2.9195 0.1329
O -0.1503 2.9051 1.4334
H -1.1194 1.2821 2.1779
H 0.3436 1.1863 -0.3194
H -1.4005 -0.3325 -0.7781
H -1.3683 -0.7323 1.0103
H 0.7488 -1.4865 -0.9570
H 0.9643 -1.4009 0.8869
H -1.0389 -2.9549 -0.8328
H -1.1735 -2.9498 0.8441
H 2.1777 3.1097 -1.8579
H 1.8531 1.4416 -2.1374
O 1.8232 2.2454 -1.5115
*
```

Mulliken population analysis, charges in e, atoms 1 to 2: atom 1 (C): 0.109, atom 2 (N): -0.004

=====

ORCA calculation (the ωB97M-V functional and the def2-TZVPD basis) on a cluster of 2 separate species, C3H10N2O2 in total.

Summary:
Highest occupied orbital energy = -9.0 eV
E = -380.26056 hartree
Lowest unoccupied orbital energy = 0.536 eV
Structure (SMILES) = NCCC(N)=O.O
HOMO-LUMO gap = 9.5 eV

Geometry as ORCA input:
```
! wB97M-V def2-TZVPD RIJCOSX def2/J DEFGRID3
* xyz 0 1
C -1.1464 -0.8539 1.4875
C 0.0917 -0.7491 0.5291
C 1.4232 -0.7569 1.3843
N 2.1771 0.4002 1.1713
O 1.7918 -1.5422 2.3125
N -2.4555 -0.7882 0.9028
H -1.0443 0.0043 2.2796
H -0.9524 -1.9009 1.9144
H -0.0900 0.0638 -0.1896
H 0.1766 -1.8679 0.0069
H 3.1387 0.5459 1.4896
H 1.7690 0.8882 0.3282
H -3.0240 -1.5906 0.6636
H -2.8616 0.0977 1.0776
H -0.0610 2.6092 -4.4265
H 0.4555 2.5098 -5.9001
O 0.6116 2.9305 -5.0314
*
```

Mulliken population analysis, charges in e, atoms 1 to 2: atom 1 (C): -0.493, atom 2 (C): -0.495

=====

ORCA calculation (the ωB97M-V functional and the def2-TZVPD basis) on a cluster of 2 separate species, C3H10N2O2 in total.

Summary:
Highest occupied orbital energy = -9.4 eV
E = -380.31599 hartree
Lowest unoccupied orbital energy = 0.810 eV
Structure (SMILES) = NC(=O)O.CNC
HOMO-LUMO gap = 10.2 eV

Geometry as ORCA input:
```
! wB97M-V def2-TZVPD RIJCOSX def2/J DEFGRID3
* xyz 0 1
N 0.3641 -0.2834 3.3343
C 0.5486 -0.2096 1.9553
O 1.4576 0.4342 1.4507
O -0.3536 -0.8746 1.2879
H 0.3313 -1.2245 3.6814
H 1.0017 0.2915 3.8564
C 0.1350 -0.8529 -1.9981
N 0.0051 0.1440 -0.9210
C -0.9136 1.2310 -1.2732
H 0.7808 -1.6508 -1.6451
H -0.8549 -1.2611 -2.2040
H 0.4898 -0.4012 -2.9260
H 0.9025 0.6017 -0.7924
H -0.3622 -0.5237 0.2333
H -0.6135 1.8209 -2.1435
H -1.0033 1.9135 -0.4281
H -1.9152 0.8449 -1.4679
*
```

Mulliken population analysis, charges in e, atoms 1 to 2: atom 1 (N): -0.502, atom 2 (C): 0.645